{"formula": "C5H11O3PS", "method": "ωB97M-V with the def2-TZVPD basis set", "max_force_ev_per_a": 3.84, "mol_weight_g_mol": 182.181, "e_homo_ev": -8.12, "elements": ["C", "C", "C", "C", "C", "O", "O", "O", "P", "S", "H", "H", "H", "H", "H", "H", "H", "H", "H", "H", "H"], "positions_angstrom": [[0.128, -2.160, -0.477], [2.367, 1.260, -0.579], [0.192, -1.630, 0.956], [1.280, 2.184, 0.061], [-0.455, 0.505, 0.194], [-4.216, 1.076, 0.511], [0.422, -0.200, 0.919], [-0.032, 1.630, -0.238], [-2.906, 0.088, 0.647], [-3.331, -1.145, -0.823], [0.150, -1.350, -1.104], [0.949, -2.815, -0.729], [-0.781, -2.777, -0.715], [2.421, 0.406, 0.181], [2.092, 0.902, -1.625], [3.178, 1.848, -0.798], [1.044, -2.124, 1.550], [-0.618, -1.686, 1.614], [1.418, 3.115, -0.463], [1.291, 2.204, 1.194], [-4.596, 0.670, -0.274]], "forces_ev_per_a": [[-1.2, -2.9, 1.5], [-3.0, -2.1, 1.1], [1.9, -0.5, 0.2], [0.9, -1.9, 0.2], [-0.3, -1.3, 0.2], [1.1, 0.3, 0.6], [0.7, 1.5, -0.6], [-0.2, 1.1, -0.1], [-0.7, -0.7, -0.1], [0.5, 0.0, 0.4], [-0.1, 1.8, -1.8], [0.5, 0.0, 0.2], [0.6, 0.9, 0.5], [1.0, 1.0, -1.7], [-0.3, 0.2, 1.5], [2.6, 1.1, 0.3], [-0.9, 1.2, -1.0], [-1.9, -0.9, 0.4], [-0.9, 0.7, 0.4], [0.6, 0.4, -1.5], [-0.9, 0.2, -0.7]], "nbo_charge": [-0.647, -0.650, -0.065, -0.098, 0.521, -0.988, -0.557, -0.488, 0.963, -0.644, 0.220, 0.212, 0.248, 0.237, 0.222, 0.213, 0.197, 0.199, 0.205, 0.205, 0.493]}


{"formula": "C6H17N2O3P", "method": "ωB97M-V with the def2-TZVPD basis set", "max_force_ev_per_a": 6.66, "smiles": "[H]/N=C(/N)C(C)C.CCOP(O)O", "mol_weight_g_mol": 196.187, "e_homo_ev": -8.88, "elements": ["H", "N", "C", "N", "C", "C", "C", "H", "H", "H", "H", "H", "H", "H", "H", "H", "C", "C", "O", "P", "O", "O", "H", "H", "H", "H", "H", "H", "H"], "positions_angstrom": [[1.057, -0.924, -2.289], [1.417, -0.578, -1.435], [0.974, -1.380, -0.555], [1.519, -1.275, 0.714], [0.026, -2.466, -0.936], [0.852, -3.827, -0.855], [-1.263, -2.700, -0.178], [0.750, -1.236, 1.388], [2.201, -0.551, 0.878], [-0.310, -2.432, -2.019], [0.528, -4.574, -1.652], [2.019, -3.653, -1.027], [0.794, -4.441, 0.095], [-1.753, -3.437, -0.628], [-1.735, -1.697, -0.189], [-1.015, -2.833, 0.891], [-0.662, 4.427, 1.114], [-1.236, 3.488, 0.041], [-1.575, 2.146, 0.375], [-0.374, 1.048, 0.420], [0.798, 1.677, -0.541], [0.342, 1.204, 1.954], [-0.712, 5.471, 0.799], [-1.312, 4.541, 2.113], [0.288, 4.071, 1.285], [-0.700, 3.327, -0.859], [-2.278, 3.743, -0.332], [1.156, 0.876, -0.976], [0.204, 1.985, 2.404]], "forces_ev_per_a": [[-0.3, 0.3, -1.5], [0.8, -0.4, -0.5], [0.8, 0.6, 0.4], [-1.9, -1.0, 0.5], [0.5, -3.4, -0.7], [2.1, -1.1, -0.7], [2.8, 5.4, 2.8], [0.7, -0.2, 0.2], [-0.1, 0.2, -0.4], [0.9, 0.7, 1.1], [0.3, 1.1, 0.8], [-2.5, -0.3, 0.3], [-0.2, 1.2, -0.7], [-2.4, -3.0, -1.4], [-0.7, -0.8, -0.1], [-0.4, -0.6, -0.4], [-3.9, 0.4, 1.0], [-3.8, 0.8, -0.8], [1.5, -0.9, 1.5], [0.3, -0.4, 0.6], [-1.6, 1.2, 1.5], [-0.1, -2.5, -2.4], [0.6, -0.2, -0.5], [1.4, -1.0, -2.1], [2.4, -0.2, 0.9], [1.3, 1.0, -0.6], [1.3, 0.9, 0.6], [0.8, -0.6, -0.7], [-0.5, 2.8, 1.5]], "nbo_charge": [0.347, -0.760, 0.509, -0.825, -0.297, -0.617, -0.592, 0.392, 0.406, 0.215, 0.213, 0.220, 0.218, 0.210, 0.224, 0.201, -0.648, -0.093, -0.808, 1.526, -1.042, -1.024, 0.232, 0.213, 0.208, 0.206, 0.183, 0.499, 0.483]}


{"formula": "C12H35NO6", "method": "ωB97M-V with the def2-TZVPD basis set", "max_force_ev_per_a": 1.79, "smiles": "CC1(C)CCCC(C)(C)N1O.CO.CO.CO.O.O", "mol_weight_g_mol": 289.413, "e_homo_ev": -9.12, "elements": ["C", "C", "C", "C", "C", "C", "C", "C", "C", "N", "O", "H", "H", "H", "H", "H", "H", "H", "H", "H", "H", "H", "H", "H", "H", "H", "H", "H", "H", "H", "C", "O", "H", "H", "H", "H", "C", "O", "H", "H", "H", "H", "C", "O", "H", "H", "H", "H", "O", "H", "H", "O", "H", "H"], "positions_angstrom": [[1.174, 0.975, -2.059], [0.964, -0.534, -1.991], [1.525, -1.119, -3.278], [1.811, -1.076, -0.794], [1.483, -2.527, -0.366], [-0.005, -2.588, -0.114], [-0.887, -2.160, -1.277], [-1.030, -3.293, -2.331], [-2.285, -2.015, -0.579], [-0.458, -0.819, -1.783], [-1.343, -0.311, -2.770], [0.751, 1.447, -1.172], [2.199, 1.287, -1.858], [0.869, 1.440, -2.996], [1.164, -0.448, -4.058], [2.613, -1.151, -3.319], [1.238, -2.132, -3.560], [2.867, -0.954, -1.037], [1.734, -0.377, 0.038], [1.662, -3.253, -1.159], [1.889, -2.838, 0.597], [-0.145, -1.912, 0.729], [-0.319, -3.582, 0.204], [-1.785, -3.257, -3.117], [-1.283, -4.241, -1.856], [-0.101, -3.577, -2.826], [-3.087, -1.610, -1.196], [-2.154, -1.417, 0.322], [-2.561, -2.989, -0.174], [-1.265, -0.915, -3.512], [3.564, 2.083, 1.031], [2.339, 2.790, 1.024], [4.378, 2.591, 1.548], [3.469, 1.050, 1.365], [3.836, 1.913, -0.011], [1.651, 2.360, 1.536], [-2.032, 4.551, 1.530], [-2.162, 3.236, 2.023], [-2.932, 4.698, 0.933], [-1.922, 5.258, 2.352], [-1.126, 4.660, 0.933], [-1.893, 2.611, 1.346], [-0.929, 0.677, 4.675], [-1.663, -0.079, 3.662], [0.155, 0.721, 4.564], [-1.334, 1.675, 4.845], [-1.079, 0.241, 5.662], [-1.717, -1.001, 3.924], [-1.776, 1.153, 0.033], [-2.660, 1.118, -0.332], [-1.233, 0.698, -0.611], [0.315, 1.093, 1.800], [-0.326, 0.898, 2.483], [-0.156, 0.949, 0.979]], "forces_ev_per_a": [[0.3, 0.5, 0.9], [1.2, -0.5, 0.0], [-0.1, -0.1, -1.1], [0.0, -0.2, 0.3], [-0.9, 0.5, -0.5], [0.3, 0.4, 0.1], [-1.8, 0.2, -0.1], [0.8, -0.8, -0.1], [0.6, 0.1, 0.1], [-0.5, -0.4, 1.6], [0.7, -0.2, 0.3], [-0.8, 0.2, -0.2], [0.5, -0.5, -0.5], [-0.3, -0.1, 0.2], [0.2, -0.2, -0.5], [0.0, 0.4, 0.2], [-0.3, 0.0, 0.4], [0.0, -0.2, -0.5], [-0.6, -0.2, 0.4], [0.8, 0.0, 0.0], [0.8, 0.1, -0.4], [-0.5, 0.1, 0.1], [0.0, -0.1, 0.0], [-0.1, 0.9, 0.1], [-0.2, 0.1, 0.6], [0.2, 0.4, -0.1], [0.1, -0.1, -0.1], [-0.1, 0.4, -0.2], [-0.2, -0.2, -0.4], [-0.1, -0.2, -0.5], [-0.6, -0.7, -0.8], [0.6, 0.6, -0.1], [-0.2, 0.1, 0.1], [-0.1, 0.0, 0.7], [0.4, 0.4, -0.2], [-0.1, -0.5, 0.2], [0.0, -0.6, -0.3], [0.2, -0.2, 1.0], [0.1, 0.9, -0.1], [-0.4, -0.1, 0.1], [0.0, 0.0, -0.3], [0.1, -0.1, -0.2], [-0.8, -0.7, 1.1], [0.8, 1.2, 0.5], [0.0, 0.0, -0.7], [-0.1, 0.1, -0.9], [0.0, -0.4, 0.0], [0.2, 0.1, 0.1], [-0.4, 0.6, 0.4], [-0.3, 0.0, 0.0], [0.4, -0.7, -0.8], [0.9, 0.0, 0.1], [-0.4, -0.2, 0.1], [-0.3, 0.1, 0.0]], "nbo_charge": [-0.620, 0.102, -0.651, -0.403, -0.409, -0.392, 0.116, -0.669, -0.613, -0.214, -0.568, 0.221, 0.225, 0.220, 0.208, 0.224, 0.208, 0.216, 0.223, 0.195, 0.220, 0.211, 0.211, 0.219, 0.224, 0.209, 0.217, 0.223, 0.205, 0.450, -0.246, -0.762, 0.167, 0.164, 0.157, 0.507, -0.246, -0.756, 0.159, 0.174, 0.168, 0.492, -0.285, -0.739, 0.177, 0.205, 0.173, 0.476, -0.993, 0.491, 0.502, -0.981, 0.497, 0.487]}


{"formula": "C28H33N5Pd", "method": "ωB97M-V with the def2-TZVPD basis set", "max_force_ev_per_a": 1.61, "mol_weight_g_mol": 546.027, "e_homo_ev": -6.39, "elements": ["Pd", "C", "C", "C", "N", "C", "C", "C", "C", "C", "C", "C", "N", "C", "C", "C", "N", "C", "C", "C", "C", "C", "C", "C", "N", "C", "C", "H", "H", "H", "H", "H", "H", "H", "H", "H", "H", "H", "H", "H", "H", "H", "H", "H", "H", "H", "H", "H", "H", "H", "H", "H", "H", "C", "C", "C", "C", "N", "C", "C", "H", "H", "H", "H", "H", "H", "H"], "positions_angstrom": [[0.141, -0.215, -0.211], [2.471, 1.932, -1.970], [3.494, 1.581, -0.879], [2.966, 0.709, 0.270], [2.147, -0.384, -0.218], [2.626, -1.406, -0.865], [4.026, -1.759, -0.813], [4.773, -2.548, -1.623], [4.397, -3.244, -2.803], [3.134, -3.359, -3.290], [1.909, -2.909, -2.731], [1.614, -2.199, -1.595], [0.275, -1.998, -1.291], [-0.400, -2.951, -0.443], [-1.913, -2.739, -0.620], [-2.464, -1.473, 0.055], [-1.827, -0.221, -0.316], [-2.324, 0.640, -1.190], [-3.422, 0.344, -2.016], [-4.248, 1.166, -2.771], [-4.270, 2.540, -2.877], [-3.371, 3.412, -2.260], [-2.223, 3.161, -1.550], [-1.564, 1.937, -1.220], [-0.321, 1.863, -0.815], [0.535, 3.011, -0.610], [1.605, 3.163, -1.698], [1.823, 1.073, -2.158], [3.015, 2.107, -2.901], [3.898, 2.501, -0.443], [4.340, 1.063, -1.339], [2.334, 1.295, 0.938], [3.804, 0.353, 0.879], [4.557, -1.299, 0.012], [5.820, -2.633, -1.351], [5.196, -3.728, -3.350], [3.022, -3.910, -4.217], [1.021, -3.199, -3.282], [-0.150, -2.800, 0.625], [-0.145, -4.008, -0.616], [-2.454, -3.594, -0.203], [-2.117, -2.704, -1.693], [-2.318, -1.587, 1.137], [-3.545, -1.407, -0.108], [-3.672, -0.709, -2.065], [-5.012, 0.635, -3.331], [-5.056, 2.987, -3.473], [-3.596, 4.467, -2.387], [-1.704, 4.052, -1.223], [1.023, 2.877, 0.361], [-0.013, 3.954, -0.539], [2.251, 4.002, -1.415], [1.107, 3.455, -2.627], [-0.408, 0.147, 6.528], [-0.214, 0.090, 5.042], [0.640, -0.832, 4.449], [0.790, -0.835, 3.072], [0.148, 0.009, 2.269], [-0.678, 0.891, 2.830], [-0.885, 0.969, 4.196], [0.107, -0.673, 7.026], [-1.467, 0.094, 6.783], [-0.022, 1.085, 6.929], [1.184, -1.547, 5.053], [1.454, -1.542, 2.585], [-1.198, 1.549, 2.141], [-1.568, 1.707, 4.595]], "forces_ev_per_a": [[0.3, -0.1, -1.0], [0.0, 0.0, 0.0], [0.0, 0.0, 0.0], [0.1, 0.0, 0.2], [-0.2, 0.2, -0.2], [0.0, 0.0, -0.1], [0.0, 0.1, 0.0], [-0.1, 0.0, -0.1], [0.1, 0.1, 0.1], [-0.1, 0.0, 0.1], [0.1, -0.5, 0.0], [-0.3, 0.1, -0.2], [1.1, 0.7, 1.0], [-0.7, -0.4, 0.4], [0.1, 0.0, 0.0], [0.0, 0.0, 0.0], [0.0, -0.3, -0.2], [0.0, 0.1, 0.1], [0.0, 0.0, 0.1], [0.0, 0.1, 0.0], [0.0, 0.0, 0.0], [0.0, 0.0, 0.0], [0.0, 0.0, 0.0], [0.2, 0.1, -0.1], [-0.5, -0.1, 0.6], [0.1, 0.0, -0.1], [0.0, 0.0, 0.1], [0.0, 0.0, 0.0], [0.0, 0.0, 0.0], [0.0, 0.0, 0.0], [0.0, 0.0, 0.0], [0.0, 0.0, 0.0], [0.0, 0.0, 0.0], [0.0, 0.0, 0.0], [0.0, 0.0, 0.0], [0.0, 0.0, 0.0], [0.0, 0.0, 0.0], [0.0, 0.0, 0.0], [-0.1, -0.1, 0.0], [0.0, 0.1, -0.5], [0.0, 0.0, 0.0], [0.0, 0.0, 0.0], [0.0, 0.0, 0.0], [0.0, 0.0, 0.0], [0.0, 0.0, 0.0], [0.0, 0.0, 0.0], [0.0, 0.0, 0.0], [0.0, 0.0, 0.0], [0.0, 0.0, 0.0], [0.0, 0.0, 0.0], [0.0, 0.0, 0.0], [0.0, 0.0, 0.0], [0.0, 0.0, 0.0], [0.0, 0.0, 0.0], [0.0, 0.0, -0.1], [0.0, 0.0, 0.0], [0.0, 0.0, 0.0], [0.0, 0.1, 0.2], [0.0, 0.0, 0.0], [0.0, 0.0, 0.0], [0.0, 0.0, 0.0], [0.0, 0.0, 0.0], [0.0, 0.0, 0.0], [0.0, 0.0, 0.0], [0.0, 0.0, 0.0], [0.0, 0.0, 0.0], [0.0, 0.0, 0.0]], "nbo_charge": [0.909, -0.403, -0.411, -0.236, -0.516, 0.306, -0.288, -0.155, -0.252, -0.152, -0.262, 0.209, -0.677, -0.218, -0.406, -0.231, -0.555, 0.328, -0.377, -0.119, -0.323, -0.139, -0.327, 0.229, -0.575, -0.226, -0.395, 0.225, 0.208, 0.204, 0.207, 0.209, 0.188, 0.211, 0.210, 0.211, 0.211, 0.226, 0.157, 0.179, 0.203, 0.207, 0.191, 0.197, 0.210, 0.203, 0.207, 0.203, 0.202, 0.184, 0.181, 0.194, 0.207, -0.640, 0.047, -0.271, 0.059, -0.476, 0.050, -0.256, 0.218, 0.227, 0.228, 0.217, 0.199, 0.210, 0.217]}